Density functional theory data (ωB97M-V/def2-TZVPD) for a molecular structure, C19H27AuBrFNSb.

Properties
Charge: +2
Gap between HOMO and LUMO, eV: 6.8375
E_LUMO, eV: -8.05
Energy above the lowest of the compared OMol25 structures with the same formula, charge and spin, kJ/mol: 0.0
Electronic energy, eV: -104605.2869

Geometry as XYZ:
```
51
Properties=species:S:1:pos:R:3:forces:R:3:mulliken_charge:R:1
Au 1.231049 0.402124 -0.054386 -0.185 -1.130 0.162 0.917
C 3.062267 -2.615864 4.219854 -0.002 0.022 0.013 -1.363
C 1.921094 -2.403047 3.268198 0.004 -0.013 -0.011 0.524
C 0.719461 -3.100180 3.368991 -0.002 0.003 0.005 -0.389
C -0.296322 -2.887702 2.452621 0.020 -0.010 0.002 -0.600
C -0.087955 -1.959226 1.452840 -0.045 -0.014 -0.045 0.318
Br -1.432718 -1.654958 0.164929 -0.003 0.046 0.033 -0.057
N 1.038613 -1.254941 1.346719 -0.046 0.158 0.163 -0.424
C 2.019665 -1.482175 2.239462 0.016 -0.008 -0.022 -0.218
H 2.847262 -3.426667 4.911698 -0.002 -0.001 -0.002 0.383
H 3.253902 -1.716195 4.805720 -0.005 -0.002 0.003 0.329
H 3.977499 -2.862911 3.681967 -0.002 -0.003 0.000 0.361
H 0.574942 -3.814555 4.169814 0.012 -0.021 -0.018 0.423
H -1.232545 -3.423067 2.510645 0.005 -0.010 -0.010 0.459
H 2.921034 -0.894516 2.112001 -0.002 0.000 0.003 0.530
C 0.939343 -3.953031 -2.798159 0.019 -0.046 -0.050 -1.176
C 2.040680 -2.915299 -2.955520 -0.195 -0.102 0.456 -0.653
Sb 1.466001 -0.955361 -2.329737 0.328 1.214 -0.176 0.122
C -0.253772 -0.399864 -3.459377 0.099 -0.273 -0.041 -0.582
C 0.015211 -0.467614 -4.960302 -0.093 0.039 -0.028 -1.117
C 3.028197 0.291212 -3.108993 -0.074 -0.325 -0.264 -0.591
C 3.758730 -0.286053 -4.318715 0.054 0.087 -0.001 -1.308
H 1.277823 -4.902970 -3.212878 -0.004 0.003 -0.004 0.376
H 0.031020 -3.671952 -3.332131 -0.002 0.009 0.010 0.339
H 0.686697 -4.123108 -1.751906 -0.007 0.010 0.002 0.322
H 2.306189 -2.726594 -3.997167 0.004 -0.013 -0.001 0.413
H 2.945221 -3.173743 -2.407655 0.024 -0.011 -0.040 0.493
H -0.511557 0.606264 -3.128801 -0.030 -0.008 0.006 0.394
H -1.056304 -1.073965 -3.160197 -0.053 0.060 -0.005 0.403
H 0.792726 0.231338 -5.268373 0.017 -0.019 0.009 0.296
H -0.890731 -0.202848 -5.506459 0.001 -0.002 0.002 0.416
H 0.299122 -1.470362 -5.282783 0.022 0.003 0.011 0.315
H 3.714445 0.461540 -2.279585 0.002 0.055 -0.010 0.442
H 2.534233 1.234648 -3.349001 0.047 0.035 0.011 0.412
H 4.284082 -1.208439 -4.071302 -0.016 -0.011 -0.008 0.350
H 4.507621 0.422834 -4.672927 0.001 -0.003 0.002 0.399
H 3.085618 -0.484411 -5.152851 -0.003 -0.025 0.011 0.296
F 0.249223 3.499388 4.410313 -0.004 0.013 0.017 -0.258
C 0.527426 3.209009 3.159825 -0.021 0.050 -0.004 0.386
C -0.499360 3.321903 2.214168 0.023 -0.013 0.022 -0.661
C -0.224328 3.007327 0.913056 -0.028 -0.131 0.009 -0.294
C 1.086731 2.602979 0.526133 0.060 0.126 0.024 -0.463
C 1.404094 2.276708 -0.852678 0.072 0.238 -0.356 -0.375
C 2.098239 2.514883 1.527537 -0.010 -0.014 0.001 -0.190
C 1.818023 2.811004 2.843988 -0.013 -0.060 -0.015 -0.698
H -1.474669 3.663540 2.532649 -0.008 -0.026 0.002 0.489
H -0.995982 3.086380 0.157513 0.007 0.023 -0.004 0.453
H 2.418907 2.447758 -1.197570 0.033 -0.029 0.084 0.500
H 0.663177 2.513803 -1.609178 -0.052 0.033 0.067 0.487
H 3.105183 2.237882 1.236163 0.025 0.104 -0.006 0.546
H 2.567476 2.764341 3.621587 0.010 -0.007 -0.010 0.524
```
Forces are in eV/Å.



Density functional theory data (ωB97M-V/def2-TZVPD) for a molecular structure, C19H27CoFNP.

Properties
2S+1: 4
Gap between HOMO and LUMO (alpha / beta), eV: 5.8418 / 8.0820
E_LUMO (alpha / beta), eV: 0.67 / 0.17
Energy above the lowest of the compared OMol25 structures with the same formula, charge and spin, kJ/mol: 178.1
Electronic energy, eV: -71258.1657
Expectation value of S²: 3.775

Geometry as XYZ:
```
50
Properties=species:S:1:pos:R:3:forces:R:3:mulliken_charge:R:1
C 1.925730 -3.103084 1.177140 -0.106 0.279 -0.039 -0.793
C 2.604799 -2.131991 0.417766 -0.766 0.131 -0.149 -0.760
C 1.899147 -0.998115 -0.066597 0.628 -1.351 0.581 0.772
C 0.544441 -0.822417 0.209316 -0.296 0.024 -0.175 0.257
C -0.116240 -1.788603 0.964099 0.920 -1.093 0.754 1.252
C 0.553680 -2.927915 1.465553 0.693 0.333 -0.224 -0.656
C 2.606941 -0.083828 -1.030024 -0.832 0.564 -0.354 -0.823
C 1.593159 0.855132 -1.738680 0.893 -0.750 -0.589 -1.070
N 0.341162 0.230647 -2.323667 1.735 0.081 -1.705 0.147
Co -0.597675 0.705173 -0.637190 1.573 1.407 0.853 -0.748
C -1.562839 -1.620760 1.274574 -0.931 0.535 -0.599 -1.717
P -2.276492 -0.333666 0.043041 -0.167 -1.788 3.592 1.100
H 3.653347 -2.279556 0.114401 -0.471 0.033 0.307 0.396
H 0.022379 -3.656156 2.099859 0.264 0.304 -0.462 0.423
H 2.471036 -3.995957 1.523531 -0.379 0.508 -0.128 0.341
H -1.706621 -1.261805 2.309281 -0.124 -0.196 -0.338 0.497
H -2.103813 -2.561872 1.124058 -0.049 0.026 0.367 0.573
H 3.380680 0.536147 -0.514776 -0.462 -0.387 -0.536 0.525
H 3.066663 -0.690292 -1.824787 0.249 0.194 0.318 0.357
H 1.263669 1.641511 -1.057753 0.085 -0.136 -0.111 0.375
C -3.669741 0.241961 1.109123 -0.098 -0.313 -0.738 -1.369
C -2.995496 -1.408353 -1.185101 -0.734 0.274 0.025 -1.566
H 2.119856 1.383662 -2.533910 0.134 -0.010 -0.128 0.608
C 0.370753 -1.189215 -2.769042 0.088 0.322 -0.291 -1.219
C -0.125919 1.096118 -3.455161 0.475 -0.206 0.427 -1.042
H -1.207997 1.764863 0.425354 2.053 0.485 0.597 -0.167
H 0.782046 -1.254368 -3.785236 -0.099 -0.069 0.098 0.361
H 0.908600 -1.900524 -2.142478 0.089 0.549 0.258 0.327
H -0.664996 -1.528540 -2.770287 -0.014 0.041 -0.283 0.355
H 0.064076 0.615854 -4.413287 -0.152 -0.031 -0.092 0.329
H -1.166334 1.315693 -3.267376 -0.419 -0.118 -0.450 0.228
H 0.396880 2.053074 -3.459839 0.079 -0.046 0.140 0.392
H -3.887812 -1.843514 -0.748527 -0.175 -0.411 -0.163 0.458
H -3.256418 -0.756049 -2.019774 -0.034 -0.376 -0.189 0.455
H -2.268810 -2.166310 -1.459968 -0.018 -0.076 -0.115 0.426
H -4.202393 -0.666491 1.431498 -0.107 0.485 0.037 0.411
H -3.286233 0.799276 1.982660 -0.248 -0.214 -0.547 0.361
H -4.303883 0.863773 0.464520 -0.132 0.022 0.501 0.374
H -1.837927 0.738443 -1.648324 -0.698 0.847 -0.403 -0.707
F 2.260929 3.075303 4.423050 -0.349 -0.222 -0.372 -0.338
C 1.559269 2.664367 3.329716 0.543 0.064 -0.049 0.381
C 0.412715 1.899526 3.505892 0.230 0.283 0.245 -0.993
C -0.286382 1.498006 2.381110 0.061 0.250 -0.519 0.644
C 0.094974 1.904012 1.084462 -1.658 0.117 0.725 0.265
C 1.256128 2.712845 0.977704 -1.002 -0.082 -1.411 0.102
C 2.038812 3.039332 2.072304 -0.346 0.103 0.518 -0.710
H 0.035930 1.687610 4.509344 0.323 -0.050 -0.314 0.429
H -1.178647 0.882461 2.497940 0.279 0.230 0.038 -0.046
H 1.529879 3.115366 -0.018553 -0.031 -0.204 0.873 0.366
H 2.944988 3.649224 1.953039 -0.500 -0.362 0.218 0.438
```
Forces are in eV/Å.



Density functional theory data (ωB97M-V/def2-TZVPD) for a molecular structure, C19H27F4MgNSSi2.

Properties
Charge: -2
Gap between HOMO and LUMO, eV: 3.7971
E_LUMO, eV: 4.85
Energy above the lowest of the compared OMol25 structures with the same formula, charge and spin, kJ/mol: 248.4
Electronic energy, eV: -64537.2570

Geometry as XYZ:
```
55
Properties=species:S:1:pos:R:3:forces:R:3:mulliken_charge:R:1
Mg -0.214822 0.858379 -0.321936 -0.324 0.387 0.019 0.196
F -7.034156 0.653026 0.305853 -0.088 0.010 -0.005 -0.295
C -5.999004 0.480367 -0.577618 0.172 0.149 -0.002 0.735
F -6.417466 1.111975 -1.712758 -0.056 -0.012 -0.090 -0.286
F -5.970812 -0.813145 -0.849509 -0.030 -0.161 0.006 -0.234
C -4.745965 1.100415 -0.034487 0.058 -0.132 0.129 0.038
C -4.931966 2.362056 0.495925 -0.014 0.009 0.031 -0.365
C -3.879765 3.048628 1.073350 -0.031 0.068 0.103 -0.902
C -2.663490 2.391252 1.120166 0.025 -0.113 0.143 -0.289
N -2.442304 1.194314 0.598049 -0.038 0.047 -0.359 -0.312
C -3.439340 0.511864 -0.055775 0.000 0.074 -0.023 0.204
S -3.005467 -0.918367 -0.869913 0.055 0.122 0.004 -0.386
H -5.919901 2.806130 0.461103 -0.007 0.017 0.000 0.350
H -3.993999 4.042692 1.481630 0.002 -0.005 0.014 0.408
H -1.810050 2.852876 1.604722 0.034 0.037 -0.087 0.509
F 0.895473 7.270575 -0.163163 0.022 0.100 0.009 -0.376
C 0.602475 5.930989 -0.227169 -0.013 -0.094 -0.002 0.566
C -0.365052 5.500649 -1.109087 -0.023 -0.033 0.008 -0.691
C -0.648791 4.133839 -1.157690 -0.031 0.015 0.019 -0.021
C -0.006423 3.169554 -0.365154 0.054 -0.201 0.015 -0.624
C 0.968282 3.696811 0.499617 -0.023 0.047 -0.050 0.168
C 1.284253 5.055404 0.588355 -0.038 -0.056 0.004 -0.661
H -0.880833 6.224321 -1.732548 0.008 -0.030 0.000 0.383
H -1.425339 3.819565 -1.853877 -0.004 0.009 -0.010 0.331
H 1.530988 3.016941 1.139696 0.019 0.016 -0.012 0.118
H 2.044092 5.430040 1.265893 0.002 -0.006 -0.003 0.408
C 2.768192 -0.276914 1.468577 0.018 -0.028 0.083 -1.315
Si 2.105325 -0.663992 -0.297061 0.209 -0.275 0.162 0.391
C 3.556493 -1.864044 -0.882037 0.061 -0.042 -0.160 -1.363
C 2.896649 0.785975 -1.377905 0.146 0.153 0.016 -1.574
H 3.839745 -0.031133 1.426694 -0.075 -0.047 -0.027 0.214
H 2.644114 -1.151475 2.122601 0.017 0.085 -0.053 0.418
H 2.247126 0.563497 1.934238 0.050 -0.033 0.012 0.379
H 4.530823 -1.357246 -0.896802 -0.082 0.004 -0.004 0.413
H 3.365209 -2.221897 -1.905077 0.039 -0.009 0.086 0.257
H 3.649711 -2.749428 -0.239991 0.003 0.091 -0.054 0.297
H 3.988871 0.885808 -1.213889 -0.138 -0.025 -0.030 0.314
H 2.422259 1.753285 -1.178582 0.030 -0.063 -0.026 0.307
H 2.733460 0.558758 -2.441607 -0.003 0.013 0.088 0.298
C -0.406219 -5.013403 0.475331 -0.120 -0.011 0.035 -1.108
Si 1.199717 -4.043702 0.191822 -0.104 -0.016 0.065 -0.019
C 1.954409 -4.886212 -1.319949 0.053 -0.018 -0.159 -1.048
C 2.269704 -4.463216 1.692773 0.111 0.016 0.098 -1.090
C 0.847325 -2.232630 0.003110 0.007 -0.178 0.054 -0.025
H -0.231490 -6.091445 0.588386 -0.001 0.058 -0.005 0.265
H -1.093152 -4.862241 -0.364869 0.052 -0.020 0.065 0.268
H -0.918003 -4.650569 1.373550 0.032 -0.038 -0.067 0.263
H 1.955807 -5.975596 -1.192081 -0.013 0.061 0.004 0.343
H 2.975196 -4.557113 -1.523632 -0.058 -0.013 0.016 0.381
H 1.347024 -4.651762 -2.202045 0.056 -0.037 0.043 0.280
H 2.513390 -5.531989 1.717777 -0.020 0.046 0.012 0.334
H 1.715620 -4.221200 2.606663 0.059 -0.012 -0.036 0.287
H 3.205211 -3.896098 1.711011 -0.072 -0.039 -0.011 0.376
H 0.090527 -2.161583 -0.787864 0.001 0.049 0.008 0.226
H 0.296321 -1.923600 0.907184 0.010 0.065 -0.075 0.256
```
Forces are in eV/Å.



Density functional theory data (ωB97M-V/def2-TZVPD) for a molecular structure, C19H27InN4O3S3.

Properties
Charge: +2
Gap between HOMO and LUMO, eV: 8.8056
E_LUMO, eV: -5.67
Electronic energy, eV: -69912.6809

Geometry as XYZ:
```
57
Properties=species:S:1:pos:R:3:forces:R:3:mulliken_charge:R:1
In -1.085755 -0.561383 -0.321748 -0.227 0.292 -0.342 2.445
N -2.262404 1.258253 0.467040 0.074 -0.148 0.049 -0.545
C -1.531954 2.241788 1.344859 -0.040 0.013 -0.130 -0.401
C -0.978349 3.429146 0.578180 0.010 -0.038 -0.061 -0.883
C 0.294462 3.183255 -0.231744 -0.045 -0.087 0.048 -0.404
C 0.129960 2.360529 -1.505847 -0.044 -0.029 0.106 -0.919
N 0.352041 0.895604 -1.295512 -0.068 -0.168 0.109 -0.490
H -2.849673 1.771673 -0.187141 0.042 0.004 -0.049 0.310
H -2.914958 0.756064 1.063873 -0.073 0.060 0.011 0.047
H -0.736431 1.706222 1.857677 0.014 -0.070 0.017 0.164
H -2.229787 2.595230 2.101928 -0.058 0.022 0.005 0.547
H -0.768235 4.201817 1.318849 0.028 0.008 -0.010 0.409
H -1.753578 3.851038 -0.073088 0.009 0.003 0.043 0.324
H 1.059656 2.721971 0.405699 0.002 0.030 -0.026 0.263
H 0.696865 4.152026 -0.525441 0.001 0.027 0.003 0.335
H 0.846622 2.694511 -2.253095 0.062 0.014 -0.037 0.559
H -0.864259 2.496626 -1.933563 -0.020 -0.023 -0.020 0.480
H 1.248271 0.759253 -0.821482 0.005 0.030 0.045 0.109
H 0.470319 0.465140 -2.206530 0.102 0.055 -0.038 0.019
C 0.876049 -1.338833 -3.633235 -0.086 -0.023 0.042 -1.397
C -0.427515 -2.008122 -3.324329 -0.069 0.147 -0.102 0.773
N -1.248845 -1.727789 -2.328584 -0.175 -0.158 0.214 -0.160
C -2.335774 -2.593208 -2.319971 0.075 0.171 0.214 0.038
C -2.341965 -3.499455 -3.323432 -0.099 0.003 -0.157 -0.509
S -0.983941 -3.266868 -4.314430 0.162 -0.135 -0.056 -0.095
C -3.276746 -2.539986 -1.198544 0.218 0.146 0.046 0.003
C -4.422136 -3.238621 -1.045503 -0.188 -0.083 -0.063 -0.385
S -5.063142 -2.977128 0.510475 -0.091 -0.126 0.114 -0.100
C -3.778149 -1.947895 0.911517 0.010 0.110 0.007 0.816
N -2.932441 -1.784068 -0.089872 0.146 -0.082 -0.091 -0.167
C -3.653235 -1.318263 2.261900 -0.024 -0.026 -0.062 -1.419
H 1.528169 -1.342327 -2.758281 -0.021 -0.013 0.027 0.258
H 0.728323 -0.318119 -3.993230 -0.026 0.004 -0.022 0.382
H 1.395878 -1.871158 -4.426811 0.001 -0.021 0.003 0.515
H -3.051384 -4.290611 -3.510623 0.025 0.061 0.002 0.417
H -4.905635 -3.899261 -1.748516 0.018 0.044 0.034 0.441
H -3.981959 -2.008965 3.036237 -0.037 -0.019 -0.009 0.505
H -4.288147 -0.432225 2.339732 -0.009 0.009 0.009 0.367
H -2.615938 -1.064201 2.471482 0.031 0.022 -0.014 0.247
C 5.637387 1.831307 1.690162 -0.038 -0.055 0.014 -1.520
C 4.399826 0.978447 1.630739 0.093 0.027 -0.044 0.816
C 3.464034 1.015605 2.665475 0.002 0.045 0.057 -0.893
C 2.339237 0.212264 2.646225 -0.045 -0.116 -0.062 -0.660
C 2.142468 -0.645864 1.566513 0.072 0.028 0.022 0.442
C 3.064123 -0.715947 0.524568 -0.093 0.000 0.129 -0.607
C 4.182702 0.103050 0.565515 0.044 0.034 0.014 -0.600
S 0.687084 -1.627839 1.532529 0.041 0.017 -0.035 1.211
O 0.708353 -2.707221 2.451408 0.038 0.095 -0.027 -0.616
O 0.490329 -1.999689 0.080378 0.164 0.013 0.077 -0.711
O -0.441289 -0.632822 1.752840 0.132 -0.103 0.062 -0.771
H 5.443824 2.783781 2.183198 -0.014 -0.033 -0.021 0.389
H 6.038066 2.024967 0.696532 -0.008 -0.002 0.005 0.388
H 6.413670 1.319848 2.264684 -0.030 0.006 -0.019 0.328
H 3.627182 1.680047 3.505999 -0.005 -0.017 -0.028 0.426
H 1.625732 0.241524 3.461521 0.026 0.009 -0.030 0.530
H 2.919231 -1.421052 -0.284697 0.008 0.024 0.014 0.496
H 4.913757 0.047936 -0.232484 -0.020 -0.003 0.013 0.450
```
Forces are in eV/Å.